Entry from the Open Molecules 2025 dataset: an isolated ion of composition CH3N4 and charge +1 in a non-equilibrium geometry (ωB97M-V/def2-TZVPD).

LUMO level (alpha / beta): -7.54 / -7.73 eV
Spin multiplicity: 1
HOMO level (alpha / beta): -16.18 / -15.82 eV
Energy relative to the best compared isomer or geometry (same formula, charge and spin): 599.8 kJ/mol
Net charge: +1
HOMO-LUMO gap (alpha / beta): 8.64 / 8.09 eV

The geometry in XYZ format:
```
8
CH3N4 (ωB97M-V/def2-TZVPD)
C -0.17 -0.36 0.19
N -1.12 -1.27 0.09
N -1.98 0.60 0.00
N -0.78 0.88 0.11
N 1.17 -0.50 0.06
H -0.52 1.81 -0.01
H 1.62 -1.38 -0.19
H 1.79 0.23 -0.26
```


Entry from the Open Molecules 2025 dataset: a 2-piece molecular cluster, CH3N4O overall in a non-equilibrium geometry (ωB97M-V/def2-TZVPD).

LUMO level: -5.90 eV
Spin multiplicity: 1
HOMO level: -15.34 eV
Energy relative to the best compared isomer or geometry (same formula, charge and spin): 199.2 kJ/mol
Net charge: +1
HOMO-LUMO gap: 9.44 eV

The geometry in XYZ format:
```
9
CH3N4O (ωB97M-V/def2-TZVPD)
C 2.52 0.39 0.14
N 1.64 -0.47 0.31
N 0.57 -0.93 0.71
N -0.52 -1.19 0.87
N -1.67 0.19 -0.27
O 3.35 1.11 -0.16
H -1.47 0.09 -1.24
H -1.99 1.14 -0.33
H -2.43 -0.32 -0.03
```


Entry from the Open Molecules 2025 dataset: an isolated ion of composition CH3N4O4 and charge +1 in a non-equilibrium geometry (ωB97M-V/def2-TZVPD).

LUMO level (alpha / beta): -6.23 / -6.10 eV
Spin multiplicity: 1
SMILES: [NH3+][N+]#C[N+](=O)ON([O-])[O-]
HOMO level (alpha / beta): -14.24 / -14.16 eV
Energy relative to the best compared isomer or geometry (same formula, charge and spin): 15.7 kJ/mol
Net charge: +1
HOMO-LUMO gap (alpha / beta): 8.01 / 8.06 eV

The geometry in XYZ format:
```
12
CH3N4O4 (ωB97M-V/def2-TZVPD)
N -0.53 -0.05 -0.21
N 0.99 -0.07 -0.99
C 1.94 -0.72 -0.60
N 2.94 -1.23 0.04
O 3.68 -2.16 -0.19
O 3.42 -0.24 0.87
N 4.48 0.77 0.01
O 4.88 1.50 0.73
O 4.44 0.46 -1.12
H -1.37 -0.51 -0.73
H -0.36 -0.11 0.81
H -0.70 0.90 -0.41
```


Entry from the Open Molecules 2025 dataset: a 2-piece molecular cluster, CH3N4Si overall in a non-equilibrium geometry (ωB97M-V/def2-TZVPD).

<S²>: 2.002
LUMO level (alpha / beta): 4.43 / 1.94 eV
Spin multiplicity: 3
HOMO level (alpha / beta): -2.29 / -5.43 eV
Energy relative to the best compared isomer or geometry (same formula, charge and spin): 0.0 kJ/mol
Net charge: -1
HOMO-LUMO gap (alpha / beta): 6.72 / 7.37 eV

The geometry in XYZ format:
```
9
CH3N4Si (ωB97M-V/def2-TZVPD)
C 2.02 0.59 -0.13
N 2.09 -0.76 -0.05
N 0.76 1.04 -0.13
N 0.84 -1.14 -0.08
N 0.08 -0.12 -0.09
Si -2.69 -0.23 -0.41
H 3.01 1.09 -0.16
H -3.23 0.95 0.43
H -2.90 -1.43 0.62
```


Entry from the Open Molecules 2025 dataset: CH3N5 in the gas phase in a non-equilibrium geometry (ωB97M-V/def2-TZVPD).

LUMO level: 0.02 eV
Spin multiplicity: 1
SMILES: [H]/N=c1/nn[nH][nH]1
HOMO level: -9.12 eV
Energy relative to the best compared isomer or geometry (same formula, charge and spin): 204.3 kJ/mol
HOMO-LUMO gap: 9.14 eV

The geometry in XYZ format:
```
9
CH3N5 (ωB97M-V/def2-TZVPD)
H 2.52 0.44 -0.01
N 1.98 -0.46 0.12
C 0.68 -0.31 -0.14
N -0.10 -1.50 -0.07
N -1.34 -1.21 0.06
N -1.45 0.21 0.17
N -0.24 0.73 -0.14
H -2.15 0.65 -0.38
H 0.10 1.45 0.39
```


Entry from the Open Molecules 2025 dataset: CH3N5O in the gas phase in a non-equilibrium geometry (ωB97M-V/def2-TZVPD).

LUMO level: -0.65 eV
Spin multiplicity: 1
SMILES: O/N=c1\nn[nH][nH]1
HOMO level: -8.63 eV
Energy relative to the best compared isomer or geometry (same formula, charge and spin): 436.8 kJ/mol
HOMO-LUMO gap: 7.97 eV

The geometry in XYZ format:
```
10
CH3N5O (ωB97M-V/def2-TZVPD)
O 1.10 1.99 -1.13
N 0.07 1.02 -1.13
C 0.28 0.05 -0.20
N 1.07 0.01 0.97
N 0.63 -0.99 1.62
N -0.60 -1.54 0.92
N -0.83 -0.83 -0.31
H 0.49 2.96 -1.42
H -0.47 -2.47 0.93
H -1.76 -0.20 -0.25
```


Entry from the Open Molecules 2025 dataset: CH3N5O in the gas phase in a non-equilibrium geometry (ωB97M-V/def2-TZVPD).

LUMO level: -0.87 eV
Spin multiplicity: 1
SMILES: [H]/N=c1/nn[nH]n1O
HOMO level: -9.43 eV
Energy relative to the best compared isomer or geometry (same formula, charge and spin): 429.3 kJ/mol
HOMO-LUMO gap: 8.55 eV

The geometry in XYZ format:
```
10
CH3N5O (ωB97M-V/def2-TZVPD)
H -2.13 -0.23 0.24
N -1.67 -1.28 -0.06
C -0.34 -1.01 0.16
N 0.86 -1.64 -0.17
N 1.84 -0.79 -0.22
N 1.45 0.44 0.25
N 0.15 0.31 0.48
O -0.56 1.19 -0.42
H 1.61 1.38 -0.44
H -1.21 1.63 0.17
```


Entry from the Open Molecules 2025 dataset: CH3N5O2 in the gas phase in a non-equilibrium geometry (ωB97M-V/def2-TZVPD).

LUMO level: -0.02 eV
Spin multiplicity: 1
SMILES: Nn1onn/c1=N/O
HOMO level: -9.48 eV
Energy relative to the best compared isomer or geometry (same formula, charge and spin): 270.2 kJ/mol
HOMO-LUMO gap: 9.45 eV

The geometry in XYZ format:
```
11
CH3N5O2 (ωB97M-V/def2-TZVPD)
N -0.06 1.59 0.19
N 0.42 0.46 -0.48
O 1.94 0.21 -0.21
N 2.14 -1.19 -0.15
N 1.11 -1.78 0.06
C -0.02 -0.79 -0.01
N -1.18 -1.39 0.13
O -2.13 -0.47 -0.39
H 0.41 1.80 1.03
H 0.29 2.36 -0.37
H -2.91 -0.81 0.19
```


Entry from the Open Molecules 2025 dataset: CH3N5S in the gas phase in a non-equilibrium geometry (ωB97M-V/def2-TZVPD).

LUMO level: 0.09 eV
Spin multiplicity: 1
SMILES: NNc1nnns1
HOMO level: -9.28 eV
Energy relative to the best compared isomer or geometry (same formula, charge and spin): 130.0 kJ/mol
HOMO-LUMO gap: 9.37 eV

The geometry in XYZ format:
```
10
CH3N5S (ωB97M-V/def2-TZVPD)
N -1.99 0.05 0.06
N -0.79 -0.70 0.20
C 0.39 -0.18 -0.02
N 0.70 1.06 -0.02
N 1.96 1.32 0.12
N 2.72 0.35 0.13
S 2.13 -1.23 0.00
H -1.93 0.92 0.53
H -2.15 0.08 -0.91
H -1.05 -1.66 -0.10
```


Entry from the Open Molecules 2025 dataset: CH3NO in the gas phase in a non-equilibrium geometry (ωB97M-V/def2-TZVPD).

LUMO level: 0.84 eV
Spin multiplicity: 1
SMILES: C=NO
HOMO level: -10.40 eV
Energy relative to the best compared isomer or geometry (same formula, charge and spin): 291.0 kJ/mol
HOMO-LUMO gap: 11.23 eV

The geometry in XYZ format:
```
6
CH3NO (ωB97M-V/def2-TZVPD)
C -1.13 0.22 -0.06
N -0.09 -0.56 0.02
O 1.20 0.08 -0.04
H -1.12 1.37 -0.04
H -2.10 -0.43 0.22
H 1.01 0.99 0.34
```


Entry from the Open Molecules 2025 dataset: CH3NO in the gas phase in a non-equilibrium geometry (ωB97M-V/def2-TZVPD).

LUMO level: 0.70 eV
Spin multiplicity: 1
SMILES: NC=O
HOMO level: -10.07 eV
Energy relative to the best compared isomer or geometry (same formula, charge and spin): 103.5 kJ/mol
HOMO-LUMO gap: 10.76 eV

The geometry in XYZ format:
```
6
CH3NO (ωB97M-V/def2-TZVPD)
N -1.00 -0.20 -0.33
C 0.19 -0.29 0.30
O 1.11 0.47 -0.03
H -1.26 0.72 -0.88
H -1.90 -0.37 0.45
H 0.14 -0.93 1.23
```


Entry from the Open Molecules 2025 dataset: a 2-piece molecular cluster, CH3NO2 overall in a non-equilibrium geometry (ωB97M-V/def2-TZVPD).

LUMO level (alpha / beta): -1.18 / -1.15 eV
Spin multiplicity: 1
HOMO level (alpha / beta): -9.64 / -9.67 eV
Energy relative to the best compared isomer or geometry (same formula, charge and spin): 831.8 kJ/mol
HOMO-LUMO gap (alpha / beta): 8.47 / 8.51 eV

The geometry in XYZ format:
```
7
CH3NO2 (ωB97M-V/def2-TZVPD)
C 0.66 -0.02 -0.01
N -0.71 -0.32 -0.01
O -1.30 -1.34 -0.04
O -1.68 1.48 0.01
H 0.77 1.01 -0.36
H 1.03 -0.06 1.02
H 1.23 -0.73 -0.61
```